[1]
125
Properties=species:S:1:pos:R:3:lowdin_charge:R:1 method="wB97M-V/def2-TZVPD" gap_ev=9.888 energy_ha=-3362.17758 e_above_lowest_ev=0.551 smiles="C[C@H]1COC(=O)O1.C[C@H]1COC(=O)O1.C[C@H]1COC(=O)O1.C[C@H]1COC(=O)O1.C[C@H]1COC(=O)O1.COC(=O)OC.COC(=O)OC.COC(=O)OC.CCCC#N.CCCC#N" e_lumo_ev=-0.25
C -3.15827 1.99058 -4.52541 -0.024
C -4.08727 1.40958 -3.51041 -0.314
C -3.52227 1.43558 -2.08041 -0.099
O -4.13827 2.55358 -1.49841 0.092
C -5.17827 2.92758 -2.23441 -0.580
O -5.96427 3.78758 -1.88641 0.137
O -5.20627 2.25058 -3.36041 0.107
H -3.54627 1.94658 -5.58241 0.109
H -2.20427 1.50158 -4.56541 0.049
H -2.84627 3.03058 -4.22841 0.111
H -4.44227 0.45858 -3.90041 0.134
H -2.44327 1.52358 -2.00641 0.115
H -3.81227 0.49858 -1.62041 0.119
C 0.12373 -4.91542 0.36859 -0.027
C 0.05673 -4.68342 1.84259 -0.303
C -0.43827 -3.28742 2.37059 -0.074
O -1.15927 -3.73642 3.49959 0.062
C -1.49427 -5.00342 3.46259 -0.545
O -2.23727 -5.54842 4.29159 0.125
O -0.87627 -5.61942 2.43359 0.093
H 0.89573 -4.37342 -0.17041 0.081
H -0.80727 -4.65842 -0.09041 0.066
H 0.34173 -6.01342 0.29459 0.113
H 1.08473 -4.83742 2.29859 0.166
H -1.02727 -2.82442 1.57459 0.091
H 0.41973 -2.59842 2.58559 0.140
C -3.75727 -1.83342 -6.14841 -0.012
C -2.62027 -1.42542 -7.11241 -0.235
C -1.21627 -1.04342 -6.44941 -0.081
O -0.46127 -2.21642 -6.64341 0.085
C -1.15227 -3.11942 -7.30541 -0.594
O -0.80327 -4.28242 -7.53341 0.107
O -2.27327 -2.63342 -7.76041 0.090
H -3.62327 -2.83942 -5.67441 0.116
H -4.66727 -1.84642 -6.66941 0.060
H -3.93327 -1.07542 -5.41541 0.039
H -3.07127 -0.71542 -7.73141 0.127
H -1.22527 -0.68842 -5.41741 0.092
H -0.68327 -0.27642 -6.98241 0.118
C -1.73427 0.98058 3.96859 -0.038
C -1.80927 1.03658 5.49059 -0.243
C -2.32627 2.39258 6.05359 -0.042
O -3.46627 2.02858 6.87159 0.068
C -3.66727 0.69658 6.70059 -0.618
O -4.54727 0.07458 7.26459 0.131
O -2.87427 0.17958 5.86759 0.085
H -1.47327 0.01858 3.64559 0.040
H -1.01127 1.63158 3.50359 0.061
H -2.58327 1.27858 3.46659 0.071
H -0.80427 0.78358 5.88859 0.157
H -2.71027 2.99358 5.25959 0.126
H -1.70227 2.81958 6.77059 0.112
C 4.94173 -0.14342 -2.52041 -0.011
C 3.79773 0.78158 -2.92541 -0.364
C 3.98873 1.66158 -4.16641 -0.062
O 2.90173 1.29958 -5.02341 0.103
C 2.19773 0.37158 -4.43541 -0.511
O 1.15573 -0.19742 -4.85841 0.090
O 2.63073 0.08258 -3.18141 0.064
H 4.63473 -0.65442 -1.57041 0.095
H 5.85073 0.47258 -2.39641 0.092
H 5.26873 -0.90842 -3.28841 0.109
H 3.55773 1.48258 -2.10941 0.130
H 4.97773 1.39558 -4.54941 0.130
H 4.01673 2.77658 -4.02241 0.153
C -0.22227 3.39358 0.89359 -0.007
O -0.74327 3.38758 -0.40841 0.050
C -0.01027 3.11158 -1.40541 -0.409
O 1.11373 2.25358 -1.32141 -0.078
O -0.46227 3.47058 -2.64041 -0.007
C 0.32473 3.25558 -3.83941 -0.001
H -0.84527 2.88758 1.56459 0.065
H -0.17827 4.47058 1.18359 0.128
H 0.75773 2.94258 1.00259 0.086
H 1.38273 2.95758 -3.66441 0.086
H 0.34373 4.11958 -4.47841 0.099
H -0.10527 2.38258 -4.29241 0.073
C 3.20073 1.36758 0.66359 -0.034
O 4.55873 1.28158 1.10159 0.013
C 5.07073 2.36658 1.65859 -0.448
O 4.47373 3.51058 2.15259 -0.031
O 6.37673 2.17458 1.87659 -0.019
C 7.05973 3.05658 2.68859 -0.077
H 2.95973 0.67558 -0.02841 0.029
H 3.10073 2.29058 0.14959 0.077
H 2.45773 1.30058 1.45159 0.087
H 8.12773 2.75358 2.72759 0.115
H 6.64473 3.12858 3.70159 0.092
H 6.87673 4.04558 2.27559 0.097
C -3.59027 -2.15242 4.52359 -0.032
O -3.92727 -3.06542 3.48059 0.017
C -3.63927 -2.69842 2.24859 -0.455
O -3.16327 -1.43342 1.94059 -0.062
O -3.89327 -3.58042 1.28459 0.018
C -3.52027 -3.21042 -0.06541 -0.036
H -4.40027 -1.35442 4.47759 0.132
H -2.59827 -1.82042 4.59559 0.055
H -3.73027 -2.66942 5.49459 0.118
H -3.66927 -4.07842 -0.68041 0.094
H -2.46927 -2.99442 -0.21441 0.044
H -4.03227 -2.26542 -0.38441 0.107
C 4.44373 1.02258 6.19659 -0.103
C 4.71873 1.04558 4.72059 -0.231
C 4.06273 -0.19542 4.01359 -0.149
C 2.61973 -0.04342 3.92859 -0.187
N 1.45773 0.11858 3.76559 0.174
H 5.25773 1.53158 6.67859 0.067
H 4.43873 0.10358 6.68959 0.053
H 3.51273 1.59158 6.48659 0.104
H 5.76673 1.05658 4.49659 0.095
H 4.32973 1.96358 4.28559 0.104
H 4.29773 -1.20442 4.43459 0.145
H 4.39273 -0.12442 3.04059 0.063
C -0.54727 -0.22042 0.35259 -0.063
C 0.34973 -1.15942 -0.48941 -0.190
C 0.10973 -1.14442 -2.03641 -0.157
C -1.24427 -1.41642 -2.45041 -0.189
N -2.32227 -1.62742 -2.83041 0.192
H -0.16627 -0.26342 1.38459 0.063
H -1.54127 -0.60642 0.26659 0.045
H -0.58927 0.80658 0.08159 0.037
H 0.35673 -2.14442 -0.10641 0.053
H 1.40473 -0.85342 -0.32641 0.098
H 0.81373 -1.85842 -2.47441 0.129
H 0.39073 -0.19542 -2.44641 0.077

[2]
125
Properties=species:S:1:pos:R:3:lowdin_charge:R:1 method="wB97M-V/def2-TZVPD" gap_ev=7.463 energy_ha=-3935.62524 smiles="CCP(C)#P(CCC(=O)O)C[C@@H](C)O.C[C@@H]1COC(=O)O1.C[C@@H]1COC(=O)O1.C[C@@H]1COC(=O)O1.C[C@@H]1COC(=O)O1.C[C@@H]1COC(=O)O1.C[C@@H]1COC(=O)O1.C[C@@H]1COC(=O)O1" e_lumo_ev=0.46
C 6.16247 1.15265 -0.98560 -0.168
C 5.09851 0.57193 0.00422 -0.449
P 3.63336 -0.26260 -0.78886 0.719
C 4.31853 -1.13705 -2.29169 -0.326
P 2.18941 1.18276 -1.54867 0.792
C 2.44187 2.81600 -0.66288 -0.361
C 3.54413 3.60224 -1.44054 -0.170
C 3.24620 5.06689 -1.58419 -0.553
O 3.81734 5.86829 -0.95181 0.143
O 2.31443 5.46741 -2.49865 0.086
C 0.47324 0.57217 -1.10433 -0.362
C -0.50401 1.19549 -2.10897 -0.522
C -1.90305 0.61909 -1.95386 -0.055
O -0.49622 2.61143 -1.98827 -0.057
H 5.84847 1.13376 -2.02762 0.052
H 7.10307 0.60818 -0.89764 0.064
H 6.38026 2.18086 -0.69121 0.055
H 5.60216 -0.18349 0.60278 0.053
H 4.74678 1.39816 0.62086 0.045
H 4.09211 -2.19278 -2.15089 0.005
H 5.40571 -1.06171 -2.34778 0.026
H 3.85604 -0.76777 -3.20624 0.018
H 1.50602 3.36160 -0.57385 0.071
H 2.80563 2.61673 0.34953 0.063
H 3.65645 3.13362 -2.42201 0.092
H 4.48225 3.48339 -0.90945 0.093
H 2.75514 6.11206 -3.06837 0.119
H 0.21258 0.88363 -0.08674 0.086
H 0.45235 -0.51953 -1.13275 0.073
H -0.16379 0.96334 -3.12318 0.124
H -1.96544 -0.41537 -2.28629 0.087
H -2.26326 0.74249 -0.93196 0.082
H -2.56295 1.20552 -2.59355 0.072
H -1.32883 2.85680 -1.56220 0.068
C -5.45611 4.36031 1.75723 -0.026
C -4.55154 3.42125 0.99677 -0.304
C -3.80511 4.06856 -0.13689 -0.075
O -3.62086 2.96698 -1.05373 0.021
C -4.64496 2.09640 -0.83283 -0.562
O -4.92118 1.17964 -1.54535 0.132
O -5.30982 2.41190 0.29778 0.099
H -5.95741 3.83253 2.56237 0.082
H -4.89276 5.18327 2.17899 0.078
H -6.23503 4.75783 1.10404 0.104
H -3.87028 2.91325 1.68695 0.159
H -2.84372 4.47634 0.17317 0.146
H -4.37906 4.84632 -0.65528 0.096
C -4.33698 4.05724 -6.06489 -0.019
C -4.95002 3.91834 -4.69287 -0.325
C -6.42427 4.23127 -4.63643 -0.088
O -6.58183 4.69698 -3.29044 0.077
C -5.39077 5.21214 -2.90554 -0.548
O -5.22147 5.85539 -1.91435 0.135
O -4.41452 4.89567 -3.78467 0.098
H -3.27602 3.80875 -6.03353 0.089
H -4.82815 3.39691 -6.78000 0.092
H -4.41105 5.08631 -6.42020 0.092
H -4.73900 2.92637 -4.28296 0.157
H -7.04835 3.35902 -4.81742 0.141
H -6.72108 5.03209 -5.31847 0.141
C -4.94856 -2.30777 -1.54317 -0.016
C -4.48051 -3.32870 -0.53737 -0.332
C -5.34703 -3.46225 0.69036 -0.088
O -4.39661 -3.88695 1.68259 0.064
C -3.18180 -3.41035 1.30042 -0.549
O -2.20019 -3.40886 1.97298 0.152
O -3.22650 -2.93675 0.03642 0.089
H -4.26305 -2.28483 -2.39097 0.088
H -5.94838 -2.54101 -1.91084 0.094
H -4.95722 -1.30365 -1.11685 0.073
H -4.33726 -4.29624 -1.02783 0.158
H -6.13748 -4.20036 0.57291 0.138
H -5.78648 -2.51465 1.01090 0.142
C 2.63050 -3.73990 1.03807 -0.020
C 3.70588 -4.77458 0.83197 -0.321
C 4.72155 -4.83829 1.94332 -0.102
O 5.89433 -5.29873 1.25447 0.068
C 5.78403 -4.89901 -0.03681 -0.548
O 6.66845 -4.94009 -0.83353 0.135
O 4.53427 -4.44486 -0.29883 0.075
H 1.92656 -3.75195 0.20489 0.086
H 2.07939 -3.92435 1.96160 0.073
H 3.05804 -2.73665 1.07261 0.054
H 3.25863 -5.75561 0.64681 0.158
H 4.44052 -5.53092 2.73314 0.126
H 4.93780 -3.86263 2.38422 0.139
C -3.19553 8.51669 5.96556 -0.023
C -4.51235 8.34257 5.24849 -0.333
C -5.70337 8.20297 6.16365 -0.097
O -6.59819 7.40679 5.37898 0.071
C -5.83897 6.66272 4.53381 -0.532
O -6.24134 5.75330 3.88344 0.145
O -4.55110 7.09761 4.53263 0.085
H -2.38201 8.62035 5.24732 0.088
H -3.21190 9.40153 6.60228 0.092
H -2.96894 7.64171 6.57655 0.092
H -4.65931 9.15114 4.52705 0.160
H -6.15784 9.15931 6.41341 0.140
H -5.47542 7.66299 7.08611 0.140
C 7.43258 -6.93210 -2.74430 -0.036
C 8.31329 -7.97178 -3.39318 -0.329
C 9.20774 -7.43313 -4.48065 -0.101
O 9.37273 -8.57210 -5.33349 0.058
C 8.26963 -9.35362 -5.17922 -0.560
O 7.99005 -10.26933 -5.88182 0.161
O 7.53271 -8.94038 -4.11559 0.083
H 6.82226 -7.38588 -1.96481 0.086
H 8.02421 -6.13715 -2.29907 0.078
H 6.74469 -6.49790 -3.47149 0.098
H 8.89114 -8.50496 -2.63250 0.158
H 10.17017 -7.09220 -4.10477 0.138
H 8.74398 -6.62987 -5.05872 0.139
C -1.31221 -4.30301 4.93456 -0.017
C -0.00043 -5.04381 5.03800 -0.324
C 0.59171 -5.08152 6.42430 -0.096
O 1.99653 -5.17227 6.15322 0.067
C 2.20922 -4.59523 4.94100 -0.542
O 3.28091 -4.32472 4.50095 0.154
O 1.03510 -4.37022 4.30173 0.079
H -1.67260 -4.32706 3.90781 0.055
H -2.06778 -4.74827 5.58389 0.094
H -1.19003 -3.25175 5.20064 0.097
H -0.10559 -6.05123 4.62494 0.160
H 0.25600 -5.93911 7.00365 0.139
H 0.40582 -4.16848 6.99533 0.140